[1]
An isolated molecule of C7H9O4PS, computed with wB97M-V/def2-TZVPD.

Output
Relative energy (zero: lowest compared OMol25 entry of this formula, charge and spin) in kcal per mole: 0.0
F_max in eV/A: 4.0
Kohn-Sham gap in eV: 9.92

ORCA input file:
```
! wB97M-V def2-TZVPD RIJCOSX def2/J DEFGRID3
* xyz 0 1
C -1.533 1.225 0.139
C 0.690 1.407 -0.712
C -1.098 0.255 1.099
C 1.192 0.596 0.291
C -0.673 1.732 -0.757
C 0.245 0.012 1.185
C -1.163 2.752 -1.697
O -0.039 -1.238 3.451
O 0.065 -2.782 -0.684
O 2.051 -4.036 0.099
O 1.067 -2.403 1.538
P 1.618 -2.517 0.031
S 0.997 -1.056 2.495
H -2.547 1.354 0.034
H 1.366 1.950 -1.364
H -1.779 -0.015 1.854
H 2.307 0.306 0.296
H -0.420 3.580 -1.629
H -1.081 2.278 -2.752
H -2.307 3.056 -1.577
H -0.264 -1.950 -1.111
H 1.306 -4.507 -0.228
*
```

Charges computed using Mulliken, reported in e: -0.717, -0.483, -0.813, -0.173, 0.975, 0.076, -1.198, -0.529, -0.560, -0.451, -0.152, 0.393, 0.571, 0.399, 0.356, 0.497, 0.298, 0.307, 0.272, 0.297, 0.319, 0.316

[2]
A cluster of 14 separate species, C14H56N24O14 in total, computed with wB97M-V/def2-TZVPD.

Output
Relative energy (zero: lowest compared OMol25 entry of this formula, charge and spin) in kcal per mole: 0.0
F_max in eV/A: 2.6
Kohn-Sham gap in eV: 9.14

ORCA input file:
```
! wB97M-V def2-TZVPD RIJCOSX def2/J DEFGRID3
* xyz 0 1
C 2.724 2.084 -2.578
O 3.871 2.731 -3.123
H 2.898 1.108 -2.124
H 2.391 2.730 -1.763
H 1.917 2.033 -3.316
H 4.223 2.080 -3.740
C 3.409 1.093 1.105
O 3.439 -0.273 0.769
H 3.789 1.646 0.245
H 2.411 1.516 1.266
H 3.982 1.361 1.997
H 3.080 -0.799 1.490
C -0.877 0.078 -4.991
O -0.978 0.171 -3.765
N -0.382 -1.052 -5.566
N -1.232 1.067 -5.857
H -0.603 -1.267 -6.519
H -0.098 -1.761 -4.909
H -1.438 1.934 -5.410
H -1.122 0.914 -6.840
C -1.029 3.482 -2.154
O -1.429 3.230 -1.013
N -1.657 3.168 -3.339
N 0.087 4.215 -2.386
H -1.019 3.209 -4.109
H -2.380 2.465 -3.343
H 0.755 4.413 -1.640
H 0.324 4.406 -3.341
C 0.105 -4.906 0.990
O -1.032 -4.657 0.599
N 0.449 -6.056 1.650
N 1.121 -4.020 0.804
H 1.280 -6.156 2.199
H -0.379 -6.612 1.792
H 0.776 -3.061 0.784
H 2.036 -4.114 1.209
C 0.302 -0.352 -0.119
O 0.599 -1.135 0.807
N -0.590 0.639 0.004
N 0.697 -0.640 -1.391
H -1.137 0.589 0.846
H -0.667 1.426 -0.621
H 1.283 -1.437 -1.550
H 0.297 -0.042 -2.097
C 5.708 -1.555 -1.990
O 6.677 -1.650 -2.720
N 4.895 -0.454 -1.936
N 5.287 -2.524 -1.114
H 4.088 -0.527 -1.343
H 5.021 0.267 -2.619
H 4.510 -2.302 -0.517
H 5.591 -3.476 -1.169
C -5.016 2.177 0.561
O -5.393 3.330 0.531
N -5.747 1.184 1.157
N -3.865 1.740 -0.046
H -5.547 0.203 1.162
H -6.638 1.511 1.489
H -3.336 2.510 -0.441
H -3.321 0.940 0.228
C -0.218 -4.003 -3.340
O -0.613 -3.846 -4.489
N 0.881 -4.786 -3.063
N -0.776 -3.423 -2.254
H 1.206 -5.298 -3.863
H 1.098 -5.057 -2.121
H -0.848 -3.804 -1.321
H -1.487 -2.756 -2.531
C 1.258 4.499 1.079
O 1.686 4.930 0.001
N 1.759 4.900 2.282
N 0.497 3.389 1.160
H 2.334 5.720 2.304
H 1.575 4.369 3.119
H 0.438 2.916 2.047
H -0.154 3.177 0.424
C -4.052 -1.081 -2.589
O -3.638 -1.692 -3.564
N -3.326 -0.091 -1.984
N -5.143 -1.500 -1.870
H -3.715 0.517 -1.261
H -2.347 -0.065 -2.225
H -5.813 -2.167 -2.197
H -5.206 -1.063 -0.970
C 0.328 -2.571 4.559
O 1.399 -2.051 4.858
N -0.189 -3.645 5.243
N -0.456 -2.209 3.505
H -0.976 -4.030 4.756
H 0.255 -4.071 6.031
H -0.295 -1.364 2.979
H -1.212 -2.792 3.198
C 1.429 1.671 4.599
O 1.021 2.836 4.533
N 1.157 0.709 3.675
N 2.123 1.171 5.654
H 1.548 -0.212 3.812
H 0.418 0.802 2.993
H 2.281 0.182 5.756
H 2.479 1.792 6.357
C -2.236 1.557 3.631
O -1.577 1.291 2.609
N -1.937 2.620 4.403
N -3.326 0.857 4.004
H -1.178 3.209 4.101
H -2.157 2.493 5.376
H -3.776 1.140 4.856
H -3.624 0.014 3.554
*
```

Atom charges from the Mulliken analysis, given in e for atoms 1 to 99: 0.584, -0.599, -0.378, -0.180, 0.341, 0.318, -0.647, -0.376, 0.342, 0.124, 0.388, 0.199, 0.421, -0.121, -0.329, -0.334, 0.156, 0.081, 0.169, 0.162, 0.675, -0.712, -0.516, -0.281, 0.183, 0.261, 0.118, 0.172, 0.674, -0.724, -0.484, -0.154, 0.198, 0.254, 0.199, 0.221, -0.012, -0.714, 1.759, 0.294, -0.456, -0.555, 0.170, -0.342, 0.534, -0.670, -0.028, -0.320, -0.104, 0.091, 0.200, 0.200, 0.476, -0.668, -0.334, -0.265, 0.152, 0.237, 0.009, 0.199, 0.480, -0.713, -0.351, -0.011, 0.234, 0.152, 0.129, 0.046, 0.562, -0.786, -0.326, 0.348, 0.225, 0.167, -0.103, -0.164, 0.598, -0.626, 0.050, -0.358, 0.505, -0.243, 0.187, 0.080, 0.719, -0.696, -0.433, 0.041, 0.144, 0.229, -0.274, 0.235, 0.533, -0.773, 0.585, -0.382, 0.145, -0.668, 0.159

[3]
A cluster of 2 separate species, C5H8NO in total, computed with wB97M-V/def2-TZVPD.

Output
Relative energy (zero: lowest compared OMol25 entry of this formula, charge and spin) in kcal per mole: 32.8
F_max in eV/A: 5.4
Kohn-Sham gap (alpha / beta) in eV: 3.01 / 7.89

ORCA input file:
```
! wB97M-V def2-TZVPD RIJCOSX def2/J DEFGRID3
* xyz -1 3
C -0.824 2.302 -1.402
C -1.113 1.229 -1.806
C 1.730 -0.175 0.958
C -0.710 -0.505 1.324
C 0.513 -0.498 0.433
N 0.337 -1.093 -0.742
O -0.873 -1.459 -1.284
H -0.400 3.055 -0.751
H -1.123 0.148 -2.225
H 1.899 0.392 1.927
H 2.636 -0.439 0.448
H -0.683 -1.290 2.119
H -0.767 0.567 1.619
H -1.620 -0.685 0.718
H 0.998 -1.548 -1.336
*
```

Charges computed using Mulliken, reported in e: -0.383, -0.598, -1.414, -0.999, 0.184, 0.309, -0.613, 0.516, 0.314, 0.463, 0.228, 0.386, 0.205, 0.301, 0.101

[4]
A structure of composition C3H9KN4O5, computed with wB97M-V/def2-TZVPD.

Output
Relative energy (zero: lowest compared OMol25 entry of this formula, charge and spin) in kcal per mole: 0.0
F_max in eV/A: 7.8
Kohn-Sham gap in eV: 7.12

ORCA input file:
```
! wB97M-V def2-TZVPD RIJCOSX def2/J DEFGRID3
* xyz 0 1
K 0.545 2.227 -1.743
O 0.808 4.601 2.380
C 0.019 3.658 1.824
O -0.376 2.660 2.441
O -0.132 3.726 0.611
H 0.778 5.204 1.634
C -1.149 -1.364 -2.482
O -0.945 -0.205 -2.548
N -0.774 -2.194 -1.602
N -1.921 -2.038 -3.322
H -0.066 -1.909 -0.940
H -0.980 -3.183 -1.589
H -2.006 -3.027 -3.138
H -2.460 -1.580 -4.044
C 0.878 -0.591 1.107
O 0.812 0.045 0.067
N 1.712 -1.629 1.325
N 0.479 -0.217 2.231
H 1.558 -2.346 2.019
H 2.258 -1.803 0.494
H 0.754 -0.789 3.017
H 0.208 0.756 2.258
*
```

Charges computed using Mulliken, reported in e: 0.990, -0.460, 0.665, -0.822, -0.733, 0.306, 0.506, -0.528, -0.298, -0.403, 0.216, 0.148, 0.126, 0.221, 0.491, -0.586, -0.491, -0.226, 0.189, 0.222, 0.175, 0.291